Density functional theory data (ωB97M-V with the def2-TZVPD basis set) for a molecular structure, C38H33BN5O6P2Tl.

* LUMO level: 3.99 eV
* ΔE to the lowest compared entry with this formula, charge and spin: 24.8 kcal/mol
* HOMO: -0.08596 Ha
* gap between HOMO and LUMO: 6.33 eV
* F_max: 2.4 eV/A

Geometry as ORCA input:
```
! RIJCOSX wB97M-V def2-TZVPD def2/J DEFGRID3
* xyz -2 1
Tl -2.4762 -1.0734 -0.1640
O -0.2276 1.5993 3.3756
C -1.1738 1.2357 2.6518
O -1.4118 1.6667 1.4948
C -2.0861 0.1437 3.1949
C -1.7411 -0.5033 4.3783
C -2.5796 -1.4959 4.8576
C -3.7300 -1.7989 4.1511
C -3.9776 -1.1261 2.9530
N -3.1615 -0.1875 2.4929
C -5.2114 -1.5035 2.0913
O -6.2466 -1.7432 2.7258
O -5.0248 -1.5544 0.8616
H -0.8265 -0.2254 4.8813
H -2.3372 -2.0238 5.7741
H -4.4269 -2.5524 4.4957
O 0.6517 -0.8742 -0.5486
P 1.5494 -0.1241 0.3259
C 1.0955 1.5924 0.7330
P -0.2825 2.1101 -0.4050
O -1.3665 1.3113 -0.9791
C 0.8595 2.3405 -1.8948
C 2.0904 2.9867 -1.9502
C 2.8262 3.0254 -3.1233
C 2.3573 2.4057 -4.2681
C 1.1471 1.7364 -4.2251
C 0.4137 1.7137 -3.0538
C -0.7296 3.8193 0.0331
C 0.1789 4.8398 0.2571
C -0.2681 6.1046 0.5985
C -1.6226 6.3494 0.7333
C -2.5325 5.3266 0.5147
C -2.0886 4.0694 0.1548
C 1.8309 -0.9337 1.9409
C 2.1854 -0.2838 3.1162
C 2.2974 -1.0020 4.2944
C 2.0716 -2.3688 4.2983
C 1.7348 -3.0220 3.1240
C 1.6091 -2.3042 1.9489
C 3.2319 0.0294 -0.3742
C 4.2833 0.5599 0.3598
C 5.5442 0.6367 -0.1985
C 5.7575 0.1862 -1.4921
C 4.7050 -0.3340 -2.2278
C 3.4424 -0.4150 -1.6692
H 1.9548 2.2432 0.5746
H 0.7825 1.6636 1.7784
H 2.5161 3.4646 -1.0766
H 3.7788 3.5413 -3.1369
H 2.9337 2.4430 -5.1840
H 0.7736 1.2236 -5.1007
H -0.5251 1.1859 -3.0132
H 1.2393 4.6575 0.1764
H 0.4427 6.9028 0.7701
H -1.9659 7.3368 1.0143
H -3.5889 5.5144 0.6414
H -2.7619 3.2403 0.0012
H 2.3312 0.7852 3.1342
H 2.5433 -0.4932 5.2178
H 2.1401 -2.9198 5.2271
H 1.5563 -4.0889 3.1260
H 1.3003 -2.7791 1.0281
H 4.1057 0.8997 1.3709
H 6.3671 1.0419 0.3752
H 6.7495 0.2389 -1.9209
H 4.8726 -0.6829 -3.2363
H 2.5998 -0.8196 -2.2123
B -1.4396 -3.9375 -3.1312
N -1.5840 -4.3105 -1.6450
C -1.7867 -5.5579 -1.2039
C -1.6052 -5.5763 0.1664
C -1.2971 -4.2531 0.4759
N -1.2837 -3.5153 -0.6273
N -2.0533 -2.5661 -3.4888
C -1.8665 -1.9734 -4.6740
C -2.6026 -0.8028 -4.7030
C -3.2189 -0.7720 -3.4532
N -2.8764 -1.8426 -2.7453
H -0.2613 -3.9093 -3.3946
H -1.9989 -4.7822 -3.7916
H -2.0378 -6.3549 -1.8784
H -1.6817 -6.4127 0.8361
H -1.0700 -3.8088 1.4289
H -1.2459 -2.4251 -5.4253
H -2.6754 -0.0891 -5.5035
H -3.8924 -0.0474 -3.0357
*
```

=====

Density functional theory data (ωB97M-V with the def2-TZVPD basis set) for a molecular structure, C38H33MoO3P2.

* LUMO level (spin up / spin down): -10.80 / -10.80 eV
* ΔE to the lowest compared entry with this formula, charge and spin: 30.7 kcal/mol
* HOMO (spin up / spin down): -0.61258 / -0.61258 Ha
* gap between HOMO and LUMO (spin up / spin down): 5.87 / 5.87 eV
* F_max: 3.3 eV/A

Geometry as ORCA input:
```
! RIJCOSX wB97M-V def2-TZVPD def2/J DEFGRID3
* xyz 3 1
Mo 1.1525 -0.4011 -0.5107
O 1.3578 -1.3240 2.0667
C 1.2002 -0.2210 1.6324
C 1.0046 1.0470 2.3111
C 0.9937 1.1444 3.7092
C 0.8185 2.3815 4.3131
C 0.6450 3.5251 3.5456
C 0.6361 3.4454 2.1555
C 0.8326 2.2181 1.5385
P 0.8359 1.9848 -0.2629
C 0.6290 3.6100 -1.0242
C -0.6479 4.0110 -1.4207
C -0.8340 5.2992 -1.8904
C 0.2367 6.1752 -1.9673
C 1.5090 5.7607 -1.5988
C 1.7172 4.4805 -1.1217
C 2.5789 1.5061 -0.6393
C 2.8664 1.2595 -2.0061
C 4.1875 1.2660 -2.4494
C 5.2178 1.5607 -1.5654
C 4.9452 1.7814 -0.2156
C 3.6445 1.7396 0.2510
H 1.1364 0.2524 4.3001
H 0.8104 2.4575 5.3908
H 0.5243 4.4901 4.0149
H 0.4889 4.3387 1.5658
H -1.4739 3.3151 -1.3641
H -1.8161 5.6143 -2.2035
H 0.0845 7.1811 -2.3229
H 2.3431 6.4374 -1.6891
H 2.7103 4.1632 -0.8350
H 2.0558 1.2481 -2.7422
H 4.4129 1.1047 -3.4939
H 6.2315 1.6508 -1.9282
H 5.7478 2.0193 0.4645
H 3.4330 1.9549 1.2901
C 4.1766 -1.7135 0.2390
O 3.1290 -1.4395 -0.7127
H 5.0209 -1.0483 0.0478
H 4.5050 -2.7511 0.1502
H 3.7831 -1.5348 1.2393
H 3.4264 -1.8141 -1.5587
O -0.8101 -0.5851 -0.4657
P -1.8752 -1.6956 -0.3160
C -2.9595 -1.3139 1.0607
C -4.1403 -2.0419 1.1842
C -4.9276 -1.8661 2.3068
C -4.5432 -0.9656 3.2901
C -3.3705 -0.2344 3.1557
C -2.5681 -0.4078 2.0417
C -0.9003 -3.1720 0.0630
C 0.4527 -3.1456 -0.2477
C 1.2640 -4.2226 0.0484
C 0.6947 -5.3467 0.6432
C -0.6615 -5.3927 0.9267
C -1.4671 -4.3016 0.6473
C -2.7989 -1.9586 -1.8369
C -2.4586 -2.9915 -2.7080
C -3.2802 -3.2456 -3.7917
C -4.4196 -2.4792 -3.9962
C -4.7465 -1.4463 -3.1281
C -3.9347 -1.1787 -2.0424
H -4.4428 -2.7246 0.4024
H -5.8360 -2.4377 2.4102
H -5.1673 -0.8328 4.1604
H -3.0782 0.4636 3.9254
H -1.6497 0.1575 1.9166
H 0.8369 -2.2414 -0.8513
H 2.3212 -4.2072 -0.1705
H 1.3209 -6.1913 0.8801
H -1.0992 -6.2736 1.3722
H -2.5226 -4.3164 0.8785
H -1.5769 -3.5957 -2.5340
H -3.0372 -4.0534 -4.4643
H -5.0626 -2.6934 -4.8351
H -5.6376 -0.8580 -3.2818
H -4.1719 -0.3840 -1.3475
*
```

=====

Density functional theory data (ωB97M-V with the def2-TZVPD basis set) for a gas-phase ion, C38H33N4O (charge +1).

* LUMO level: -2.81 eV
* SMILES: O=CN[NH2+]C(c1ccc(N(c2ccccc2)c2ccccc2)cc1)c1ccc(N(c2ccccc2)c2ccccc2)cc1
* ΔE to the lowest compared entry with this formula, charge and spin: 0.4 kcal/mol
* HOMO: -0.35623 Ha
* gap between HOMO and LUMO: 6.89 eV
* F_max: 3.4 eV/A

Geometry as ORCA input:
```
! RIJCOSX wB97M-V def2-TZVPD def2/J DEFGRID3
* xyz 1 1
O 4.7445 0.5824 3.5496
C 5.3313 -0.0814 2.6794
N 4.8510 -0.1596 1.3815
N 3.4890 0.3383 1.2135
C 2.0148 -0.2619 1.6062
C 0.9276 0.8228 1.7312
C 0.2999 1.0196 2.9622
C -0.6724 2.0082 3.1381
C -0.9904 2.8921 2.0998
N -1.7828 4.0276 2.3668
C -1.6071 5.2447 1.6547
C -0.5433 6.0848 2.0017
C -0.3993 7.3140 1.3598
C -1.2746 7.6652 0.3278
C -2.3357 6.8175 -0.0190
C -2.5190 5.6105 0.6588
C -2.9841 3.8963 3.1082
C -3.9764 3.0086 2.6698
C -5.2033 2.9375 3.3429
C -5.4058 3.7252 4.4866
C -4.4408 4.6704 4.8779
C -3.2514 4.7983 4.1576
C -0.3854 2.6750 0.8590
C 0.4932 1.5975 0.6502
C 1.6530 -1.3122 0.5627
C 2.5872 -2.2481 0.0960
C 2.2939 -3.1348 -0.9551
C 1.0053 -3.2037 -1.5254
N 0.7290 -3.9793 -2.6698
C -0.5044 -4.6219 -2.8558
C -1.0110 -4.8012 -4.1523
C -2.1867 -5.5276 -4.3370
C -2.8775 -6.0553 -3.2325
C -2.3241 -5.9292 -1.9530
C -1.1571 -5.1874 -1.7575
C 1.7657 -4.2832 -3.5701
C 1.9053 -5.5798 -4.0754
C 2.9227 -5.8391 -4.9902
C 3.7939 -4.8203 -5.4108
C 3.6173 -3.5176 -4.9239
C 2.5898 -3.2452 -4.0218
C 0.0382 -2.3469 -0.9754
C 0.3598 -1.4120 0.0166
H 6.3234 -0.6379 2.7342
H 5.1662 -0.9773 0.8558
H 3.5132 1.2237 1.7385
H 3.3647 0.5193 0.2314
H 2.2311 -0.7012 2.6076
H 0.5715 0.4120 3.8245
H -1.1516 2.1714 4.1084
H 0.1479 5.7485 2.7796
H 0.4186 7.9704 1.6625
H -1.1345 8.6147 -0.1921
H -3.0122 7.0788 -0.8331
H -3.3353 4.9358 0.3997
H -3.8010 2.4300 1.7585
H -5.9794 2.2625 2.9717
H -6.3489 3.6398 5.0334
H -4.6048 5.3201 5.7466
H -2.5201 5.5828 4.3901
H -0.6169 3.3765 0.0637
H 0.8763 1.4481 -0.3633
H 3.5932 -2.3009 0.5216
H 3.0923 -3.7885 -1.3348
H -0.4765 -4.4276 -5.0162
H -2.5881 -5.6880 -5.3426
H -3.8277 -6.5894 -3.3596
H -2.7952 -6.3812 -1.0847
H -0.6980 -5.0866 -0.7651
H 1.2134 -6.3600 -3.7574
H 3.0094 -6.8429 -5.4058
H 4.5784 -5.0229 -6.1453
H 4.2667 -2.7020 -5.2429
H 2.3898 -2.2260 -3.6722
H -0.9664 -2.4060 -1.3859
H -0.4791 -0.7845 0.3393
*
```